No. 1
C31H71Br3N10O10 | the ωB97M-V functional and the def2-TZVPD basis

Output
**Orbital gap**: 9.5 eV
**Spin multiplicity**: 1
**E_tot**: -278805.5270 eV
**ΔE to the lowest compared entry with this formula, charge and spin**: 163.3 kJ/mol

Geometry as XYZ:
```
125
Properties=species:S:1:pos:R:3:forces:R:3
Br -6.387 -0.958 4.989 -0.0828 0.7626 -0.3502
Br -6.998 -3.625 6.424 -0.2831 0.0366 0.3022
Br -4.116 -2.564 6.433 1.0947 0.0185 -0.0352
O -0.963 5.625 -1.384 -1.5049 -0.1599 0.2199
O 5.940 -0.147 -0.106 -1.0067 -0.0015 0.9615
O -4.268 2.038 -0.574 -0.4351 0.4580 0.5342
O 5.225 -2.364 4.434 -0.6695 -0.0252 -0.3281
O 4.338 4.743 0.711 -1.0821 0.6802 -0.1196
O -1.095 1.568 -4.237 0.3703 0.4072 0.2833
O 2.898 -1.501 -3.908 -0.8676 1.1578 -0.6071
O -1.536 -0.137 1.150 0.4976 0.0388 -0.0665
O -1.971 -4.067 1.245 0.1461 -0.2002 -0.3838
O -6.275 -1.904 1.549 -0.5898 -0.0708 0.2162
N -5.007 -3.165 0.109 -1.0862 0.1209 1.4346
N 4.523 2.514 0.455 0.1759 -3.0476 -0.4165
N -2.852 1.306 -2.865 0.0001 0.7010 0.0663
N 0.276 -0.324 -0.208 -0.3894 0.2937 -0.1599
N 4.992 -1.314 -1.815 -1.9624 -0.7344 1.3907
N 0.739 -0.826 -4.190 0.1562 -0.3815 -0.3778
N 4.244 -1.425 2.575 1.3436 -0.1893 -0.1876
N -0.405 -4.846 2.687 -1.4436 -0.3675 -3.0012
N -6.253 0.978 -0.151 1.0968 -0.8848 2.5356
N 0.869 5.267 -0.081 -3.6389 -0.0386 0.3236
C 0.192 -1.799 -0.256 -0.0246 1.5665 -0.2105
C 4.996 3.720 0.704 0.3650 1.0569 0.3462
C 5.959 -0.608 -1.242 0.3549 0.2142 -0.3889
C -0.135 -5.949 1.807 1.3669 1.9053 -1.7632
C -0.472 1.915 0.481 0.5667 -0.9564 -0.7529
C -4.403 0.741 1.379 1.2631 0.6424 1.9582
C 0.158 -2.071 -4.637 -0.7018 0.6300 -1.1264
C 0.073 5.182 1.162 1.2170 -0.2756 -0.5382
C -5.241 -4.038 2.299 -1.2321 1.6342 2.1429
C -2.605 -0.088 -2.510 -1.8390 0.8412 0.3654
C -6.921 1.438 -1.340 -0.5488 -1.1646 0.9380
C -2.057 2.067 -3.645 -1.1265 -0.5354 -0.9810
C 6.721 -1.907 2.613 -2.9324 0.1862 -0.0074
C 5.317 -1.936 3.297 0.6049 0.5684 0.1298
C 6.446 3.790 1.021 -0.6709 0.3028 0.7791
C 2.919 -1.349 3.088 -0.9473 -0.9431 1.0891
C -1.310 -3.942 2.261 -0.2630 0.8631 1.3036
C 1.118 6.293 -2.243 -0.5112 -0.0969 -1.5511
C -5.133 -2.370 -1.081 1.0673 -0.1759 0.1493
C -0.658 0.414 0.503 0.7070 -0.5527 -0.2161
C -5.634 -2.906 1.315 2.5253 -1.2701 -1.1769
C 7.148 -0.326 -2.048 0.0528 1.4362 -1.3380
C 3.817 -1.712 -0.995 -0.3561 1.8423 -0.4629
C -1.486 -2.756 3.195 -1.4540 -1.3522 0.5183
C 3.153 2.298 -0.002 0.1518 2.4223 -0.5825
C 2.036 -0.600 -3.953 0.4393 -0.1186 1.4394
C 2.362 0.831 -3.435 -1.4638 -0.5695 -0.0405
C -5.920 -2.001 6.475 -0.3284 -1.1317 0.3476
C -2.568 3.517 -3.951 1.1636 -2.4358 0.8095
C 0.221 5.710 -1.205 1.3982 -0.2260 -0.0028
C -4.960 1.383 0.212 -1.2135 -0.7623 -3.3385
H 6.683 4.824 0.876 0.7359 0.3817 -0.6789
H -4.388 -4.669 2.049 -0.2943 0.1286 -0.3718
H 6.526 3.699 2.106 0.3267 -0.6850 -0.0502
H 4.429 -0.943 1.709 0.3506 -0.0651 -0.0034
H -5.015 -3.550 3.302 -0.1448 -0.4595 -1.1891
H -7.642 2.180 -1.031 -0.3928 0.3376 -0.4908
H -3.480 0.185 1.136 -0.7015 0.1372 -0.1449
H -1.456 2.321 0.562 -0.5482 0.6252 0.4583
H -4.438 -3.995 0.138 0.1325 0.2424 -0.4620
H -0.313 -2.095 -1.200 0.2618 -0.3427 0.8492
H -2.168 -3.076 4.025 0.2009 0.2305 -0.7665
H -0.422 -2.493 -3.844 -0.0966 -0.7243 0.6806
H 3.160 2.226 -1.092 -0.1879 -0.5719 0.0939
H -6.046 -1.544 7.449 -0.3722 0.2803 -0.3047
H -5.148 0.104 1.824 0.0623 -0.2014 0.6392
H 1.783 7.002 -1.787 0.5866 0.2545 -0.0756
H 6.613 -1.227 1.795 0.5121 0.3059 -0.7225
H 1.215 -2.103 -0.183 0.5623 -0.7535 -0.4538
H -5.487 -1.385 -0.855 0.0484 0.6796 0.4853
H 2.594 1.546 0.503 0.0208 -1.0550 0.3001
H -0.622 -1.794 -5.399 0.9354 -0.4665 0.3164
H 2.156 -1.221 2.317 0.3017 -0.1565 -0.2755
H 7.051 0.679 -2.503 -0.2228 -0.4261 0.0477
H 0.489 6.776 -3.020 0.3514 -0.0771 0.6615
H 2.561 3.235 0.163 0.7378 -0.6439 0.1091
H -3.035 -0.754 -3.275 0.3552 0.0500 0.2558
H -4.128 -2.305 -1.528 -0.6075 0.0273 -0.1889
H 7.950 -0.196 -1.377 1.1411 -0.2859 0.6405
H 3.290 -0.839 -0.521 0.8587 -0.4571 -0.3490
H 1.805 5.432 0.002 2.9359 0.6478 0.2612
H 1.617 1.645 -3.532 -0.1432 -0.8436 -0.3366
H -0.045 -4.797 3.560 1.3548 0.3078 2.9330
H 1.643 5.500 -2.796 0.2359 0.2048 0.4455
H -0.272 -2.119 0.668 -0.5749 -0.1806 -0.3208
H 5.239 1.731 0.363 -1.5969 1.1672 0.1364
H 7.343 -1.018 -2.839 0.2407 -0.5257 -0.4022
H 4.086 -2.387 -0.239 0.6962 -0.7587 1.2510
H 0.240 2.224 1.268 -0.5329 -0.0449 -0.4393
H 2.526 0.732 -2.369 0.4236 -0.1465 0.2006
H -0.599 -2.485 3.708 1.0660 0.5062 0.1324
H 0.901 -2.765 -5.036 -0.1782 0.1894 0.1455
H -0.113 2.172 -0.522 0.2720 0.3369 0.2872
H -7.404 0.600 -1.895 0.3406 0.6180 0.3997
H -1.072 -6.269 1.407 -0.3926 -0.6439 -0.3663
H 0.564 4.388 1.761 -0.4652 0.9423 0.2446
H -0.878 4.831 0.838 -0.8377 -0.2831 0.0622
H -3.129 -0.252 -1.538 0.4865 -0.0233 -0.7519
H -0.071 6.182 1.636 0.4104 -0.8803 -0.0172
H -5.868 -2.765 -1.747 -0.2919 -0.5665 -0.7845
H -6.686 0.314 0.529 0.3251 0.8960 -1.1112
H 2.707 -2.287 3.643 -0.0101 0.4729 -0.3412
H -6.170 -4.591 2.513 0.4490 -0.2209 -0.2053
H 3.031 -2.199 -1.530 0.0066 -0.2492 -1.1146
H 6.848 -2.916 2.257 0.6294 -0.3048 -0.0718
H -4.001 1.544 2.069 -0.7100 -0.8851 -0.4456
H -6.116 1.848 -1.876 0.5627 0.8534 -1.2976
H -1.946 -1.963 2.641 -0.0578 0.5770 -0.0891
H -2.787 3.519 -4.994 0.2917 0.3036 -0.8793
H 0.489 -5.484 0.950 -0.9374 -1.2020 0.9681
H -1.748 4.128 -3.633 0.1317 0.9063 -0.1763
H -1.568 -0.226 -2.376 1.2203 -0.4688 0.0513
H -3.476 3.727 -3.445 -0.6465 0.3327 0.7913
H 7.427 -1.555 3.327 0.6211 -0.1142 0.4811
H 0.061 -0.091 -4.142 -0.0215 1.0236 0.0019
H 3.229 1.174 -3.916 1.4282 0.3256 -0.4262
H 6.951 3.050 0.429 0.9134 -0.0916 0.1193
H 5.030 -1.634 -2.766 -0.0276 0.1295 -0.1679
H 2.743 -0.548 3.801 0.2762 0.2943 0.1775
H -3.559 1.801 -2.340 -0.0568 -0.1828 0.2683
H 0.442 -6.709 2.269 0.3094 -0.7127 0.5041
H 0.821 0.117 -0.960 -0.5292 -0.1342 0.7991
```
Positions in Å, forces in eV/Å.

No. 2
C31H71Br4N9O9 | the ωB97M-V functional and the def2-TZVPD basis

Output
**Orbital gap (alpha / beta)**: 2.3 / 8.1 eV
**Spin multiplicity**: 2
**E_tot**: -345303.2609 eV
**Charge**: -1

Geometry as XYZ:
```
124
Properties=species:S:1:pos:R:3:forces:R:3
Br -15.119 6.288 -22.486 -0.5573 -2.0238 2.6036
Br -11.030 4.434 -18.439 0.0893 -0.1190 -0.0007
Br -14.919 8.617 -26.658 -0.0091 0.8237 -1.3028
Br -11.115 3.796 -22.238 -0.1034 0.7561 0.2954
O -14.510 2.125 -20.522 -0.7872 0.7027 -2.2554
O -21.999 -0.410 -20.114 -0.7116 0.5332 0.0477
O -21.497 5.214 -18.299 1.0775 3.1577 -2.1421
O -13.899 0.940 -26.599 2.1433 -0.1148 0.9828
O -14.387 7.910 -19.528 0.5977 0.7949 -0.4169
O -15.420 2.339 -15.342 0.6398 -1.0974 -2.5793
O -9.968 -1.258 -16.504 1.3401 -4.2316 1.1862
O -17.605 4.819 -26.006 -0.2748 0.7958 -1.3742
O -19.236 -3.652 -23.810 -0.0678 -0.5953 -0.1059
N -12.154 2.136 -25.695 0.1265 -0.3822 -0.5914
N -21.305 3.170 -17.411 1.3786 -1.1561 -0.4179
N -18.322 -2.035 -22.568 1.1590 1.0785 0.1406
N -16.245 2.730 -21.894 -1.4617 0.4321 0.0126
N -22.208 1.683 -20.913 2.1800 0.9677 -2.1202
N -11.179 -0.117 -18.010 0.7423 -0.6559 1.0775
N -15.830 0.547 -16.718 1.2792 -0.8226 -0.3167
N -16.026 6.559 -18.820 -0.6129 -2.1149 0.8965
N -17.140 4.138 -28.104 3.4950 -0.7507 -2.0965
C -18.737 -0.913 -23.427 0.0448 -0.1114 -0.4486
C -22.536 0.699 -20.127 0.6349 -1.7874 1.5321
C -12.406 4.688 -19.829 1.5655 2.3269 -0.0860
C -10.717 2.203 -25.723 0.2116 1.1697 2.1035
C -17.532 -1.687 -21.379 -1.7117 0.4435 -0.1941
C -17.789 4.868 -27.231 -1.0723 -1.0414 2.4349
C -19.954 2.976 -18.044 -1.2791 0.0355 0.7241
C -15.507 -0.072 -17.989 -1.5470 -1.3099 -0.8835
C -16.610 3.375 -23.169 -1.9151 -0.4242 0.5292
C -14.982 2.521 -21.635 1.8197 -1.2847 2.4357
C -17.432 6.151 -18.875 -0.5298 1.2171 -0.1809
C -17.555 4.062 -29.487 -0.9935 -0.0573 -0.1045
C -15.302 7.236 -25.216 -0.1712 -2.0044 1.5670
C -15.250 1.714 -16.418 -0.7930 1.2017 2.1490
C -16.054 3.230 -27.741 -0.7378 -1.2311 2.2373
C -12.693 1.101 -26.301 -2.2071 -0.2886 -1.8371
C -22.729 3.028 -20.821 -0.0378 -0.2401 -0.0278
C -21.846 2.039 -16.629 0.1840 1.0083 -1.0512
C -17.318 2.497 -20.887 0.6716 -0.1808 -0.3983
C -11.721 5.319 -21.110 -1.1838 -1.1851 0.5886
C -11.504 -1.298 -18.744 -0.0868 0.4562 -0.8468
C -18.601 -3.312 -22.832 -0.6387 0.2558 -0.6695
C -15.226 5.565 -18.088 1.3563 -0.2149 0.1573
C -15.558 7.628 -19.535 -0.1281 -1.4610 1.3269
C -21.072 1.555 -21.891 -0.9471 -0.2185 -0.3552
C -21.966 4.332 -17.692 -0.8126 -3.7346 2.3806
C -10.343 -0.258 -16.990 -0.1503 3.6456 0.5834
C -11.757 1.093 -18.416 -1.0233 1.3790 -0.8600
C -14.643 7.554 -23.955 0.8991 3.4201 -3.0569
C -12.918 3.096 -24.954 -0.1378 0.0115 0.3742
C -16.739 -0.123 -15.837 -1.5573 0.7084 0.0584
H -11.749 1.955 -17.749 0.2094 -0.6901 0.7605
H -12.953 5.517 -19.381 -0.2609 -0.2202 -0.2887
H -16.394 8.176 -19.995 0.2818 0.1683 -0.2445
H -18.040 3.313 -20.866 0.1910 0.1272 -0.0907
H -17.782 5.987 -19.894 0.1041 -0.1784 -0.1174
H -17.699 5.293 -18.258 0.7086 -0.1232 -0.1399
H -10.465 3.236 -25.966 0.4528 -0.1544 -0.3889
H -15.852 3.603 -23.919 0.3710 -0.2515 0.6948
H -11.002 -1.137 -19.698 -0.1255 -0.7189 -0.4355
H -19.338 2.294 -17.458 -0.0832 0.2363 0.3822
H -21.420 1.502 -22.923 -0.6480 0.5862 -0.1066
H -14.966 4.622 -18.568 -0.7508 -0.1071 -1.1997
H -13.889 3.229 -25.430 0.2281 0.3774 -0.1399
H -11.827 0.500 -26.620 -0.7707 -0.9888 -0.4918
H -16.393 2.202 -27.864 -0.0691 -0.1588 -0.5776
H -18.686 5.255 -27.739 -0.0311 0.9481 0.4574
H -23.272 1.038 -19.381 -0.3542 -0.3733 0.0762
H -9.972 0.655 -16.498 -0.4538 0.7687 -0.4855
H -15.671 5.187 -17.167 -0.4802 0.7357 0.1506
H -23.216 3.191 -21.783 0.0474 0.8494 0.1355
H -17.731 -0.101 -16.289 -0.2940 -0.1044 -0.3697
H -21.768 1.093 -17.165 0.0791 0.0579 -0.3134
H -22.910 2.255 -16.529 0.0388 -0.1913 0.7214
H -22.971 4.301 -17.243 -0.3093 0.3132 0.0088
H -21.263 1.923 -15.715 -0.4636 0.1389 0.2927
H -13.105 2.701 -23.955 0.0349 0.0398 0.0103
H -17.848 1.563 -21.078 -0.1611 -0.0489 -0.5456
H -17.444 -2.543 -20.709 0.2125 -0.0007 -0.2161
H -20.090 2.464 -18.996 0.0879 0.3439 -0.3560
H -23.435 3.177 -20.004 -0.1805 -0.4597 -0.0834
H -12.309 3.989 -24.814 -0.5082 0.1852 -0.2699
H -16.579 -1.200 -21.582 -0.0098 -0.1427 -0.1222
H -17.942 5.012 -29.857 0.0202 0.0634 0.1401
H -20.433 2.436 -21.824 0.1390 -0.2088 0.2286
H -20.536 0.606 -21.904 0.0075 0.1514 1.2606
H -12.798 0.836 -18.612 -0.0765 0.6134 -0.3737
H -18.368 3.336 -29.494 -0.1534 -0.1512 -0.5994
H -15.036 6.259 -25.621 0.4067 0.1577 -0.3186
H -13.022 3.791 -19.891 0.3308 0.0618 -0.5884
H -18.247 -1.000 -20.926 0.6915 0.4263 0.8871
H -12.494 5.957 -21.539 -0.2557 -0.6803 -0.8308
H -10.862 5.989 -21.068 0.1104 -0.5364 0.9825
H -12.579 -1.277 -18.919 -0.0703 -0.5321 -0.0264
H -18.243 -3.986 -22.039 0.0482 -0.2197 -0.1466
H -16.914 2.318 -19.891 0.4359 0.5200 -0.1370
H -14.565 0.054 -18.523 0.1473 0.6790 0.8747
H -15.650 -1.148 -17.891 0.2644 -0.1789 0.2841
H -21.902 3.696 -20.582 -0.0723 0.3264 -0.4921
H -11.307 1.543 -19.301 -0.0361 -0.3943 -0.5146
H -16.370 7.130 -25.027 -0.1622 0.6458 -0.4684
H -16.591 -1.180 -15.615 0.8166 0.1826 0.0974
H -19.500 3.965 -18.116 0.1048 -0.3237 -0.3123
H -11.134 -2.185 -18.230 -0.2230 0.1641 -0.1191
H -17.356 2.722 -23.620 -0.0648 -0.0289 -0.3881
H -15.974 3.240 -26.654 -0.0573 0.4073 0.0955
H -18.475 0.047 -22.982 0.1114 -0.2205 0.3691
H -18.040 6.949 -18.449 -0.2235 0.1881 -0.1123
H -14.694 2.004 -17.323 0.4791 0.8168 0.4926
H -16.792 3.731 -30.191 0.2407 0.0471 0.4717
H -18.269 -0.896 -24.411 0.3772 -0.4207 0.0453
H -10.172 1.455 -26.299 -0.5425 0.2043 -0.2712
H -13.571 7.740 -24.009 0.3237 -0.9991 -0.0508
H -14.202 5.840 -17.836 -0.2863 1.0754 0.1676
H -14.946 8.580 -23.747 -0.6433 -0.1046 0.9550
H -14.404 2.646 -22.564 0.4486 0.1619 0.5967
H -10.443 2.078 -24.676 0.7836 -0.0111 0.1047
H -16.888 0.517 -14.967 0.5184 -0.3751 0.2685
H -16.273 0.172 -18.726 -0.1300 0.3389 -0.2168
H -15.008 3.241 -28.048 -0.3217 1.0268 -0.9602
H -17.127 4.300 -22.913 0.1999 0.1423 -0.2424
H -19.799 -0.876 -23.667 -0.1688 -0.4619 0.4352
```
Positions in Å, forces in eV/Å.